(1)
Here is C5H6N2O in the gas phase at a distorted geometry from the OMol25 dataset. Energies are from wB97M-V/def2-TZVPD.

Calculated values
total charge	0
maximum force	0.079	hartree/bohr
structure (SMILES)	C=C1[C@@H]2[C@H]1N=CN2O
highest occupied orbital energy	-8.337	eV

Structure (XYZ):
```
14
Properties=species:S:1:pos:R:3:lowdin_charge:R:1
C -0.5455 0.9672 0.5675 -0.2350
C 0.0013 -0.4199 0.6892 -0.1373
C 1.4716 0.9852 -0.4414 -0.1288
C -2.3076 -0.5216 -0.7505 0.0585
C -1.2655 -0.1861 -0.0221 -0.1770
N 0.4906 1.6989 -0.0408 0.0633
N 1.1935 -0.3039 -0.1101 -0.1253
O 2.0529 -1.4025 -0.1067 0.0426
H -0.9767 1.5951 1.3018 0.1252
H 0.1256 -0.8874 1.6691 0.1537
H -3.0137 0.2339 -1.0502 0.0515
H -2.3560 -1.5700 -1.2979 0.1064
H 2.4159 1.1730 -0.9398 0.1370
H 2.7137 -1.3619 0.5320 0.0651
```

(2)
Here is C5H6N2O in the gas phase at a distorted geometry from the OMol25 dataset. Energies are from wB97M-V/def2-TZVPD.

Calculated values
total charge	0
maximum force	0.165	hartree/bohr
structure (SMILES)	C=COc1c[nH]cn1
highest occupied orbital energy	-8.004	eV

Structure (XYZ):
```
14
Properties=species:S:1:pos:R:3:lowdin_charge:R:1
C -3.1751 0.0715 0.1334 0.0197
C -1.8951 -0.4134 -0.3192 -0.1703
C 0.1903 0.1912 -0.1619 -0.4082
C 1.2002 1.1427 -0.1765 -0.0625
C 1.9318 -0.9325 0.0513 -0.2157
H -3.6669 0.9712 0.5264 0.0491
H -3.8722 -0.8863 -0.1709 0.0778
H -1.4821 -1.4679 -0.5453 0.1382
H 1.0477 2.3067 -0.1027 0.1646
H 3.3164 0.5158 0.3083 0.1723
H 2.8495 -1.6413 0.6959 0.1969
N 2.3152 0.4231 -0.0426 0.0015
N 0.6607 -1.0465 0.0507 0.1028
O -1.0671 0.5260 0.2586 -0.0660
```

(3)
Here is C5H6N2O in the gas phase at a distorted geometry from the OMol25 dataset. Energies are from wB97M-V/def2-TZVPD.

Calculated values
total charge	0
maximum force	0.151	hartree/bohr
structure (SMILES)	[H]/N=C1\C=C(OC)C=N1
highest occupied orbital energy	-8.530	eV

Structure (XYZ):
```
14
Properties=species:S:1:pos:R:3:lowdin_charge:R:1
C -1.5307 1.1224 1.5361 0.0385
C 0.0434 -0.4410 0.5095 -0.3500
C -0.0893 -0.0318 -0.8597 0.0089
C 1.1049 -0.4556 -1.5376 -0.5351
C 1.3790 -0.8694 0.6169 -0.1052
H -2.3803 0.7506 0.8862 0.1027
H -1.6339 1.1450 2.6876 0.1159
H -1.3096 2.1217 1.2252 0.0666
H -0.9697 0.0856 -1.5790 0.1240
H 0.6214 -0.5186 -3.5948 0.1621
H 1.9730 -1.1939 1.6142 0.1737
N 1.2219 -0.9025 -2.6555 0.1453
N 2.0617 -0.7510 -0.4742 0.1178
O -0.4921 -0.0617 1.6251 -0.0651
```

(4)
Here is C5H6N2O in the gas phase at a distorted geometry from the OMol25 dataset. Energies are from wB97M-V/def2-TZVPD.

Calculated values
total charge	0
maximum force	0.137	hartree/bohr
structure (SMILES)	O=C1CN2C=NC[C@@H]12
highest occupied orbital energy	-9.101	eV

Structure (XYZ):
```
14
Properties=species:S:1:pos:R:3:lowdin_charge:R:1
C -0.1610 1.2841 -0.3942 -0.2883
C -1.5311 0.4399 -0.7464 -0.0470
C -0.1473 -1.5356 -0.4435 -0.1516
C 1.2714 -0.4489 1.0451 -0.0965
C -0.1709 0.3272 0.8154 -0.2308
H -1.8258 -0.0629 -1.8527 0.1681
H -2.3414 1.1639 -0.4549 0.1191
H -0.2902 -2.6384 -1.0610 0.1906
H 2.2242 -0.1936 0.7552 0.0593
H 1.6567 -0.7069 2.1215 0.1317
H -0.6142 0.6520 1.6838 0.1235
N -0.9446 -0.5293 0.1421 -0.1479
N 1.0171 -1.6619 0.2037 0.0111
O 0.6396 2.0905 -0.6589 0.1588
```

(5)
Here is a molecular structure, C5H6N2O at a distorted geometry from the OMol25 dataset. Energies are from wB97M-V/def2-TZVPD.

Calculated values
total charge	0
maximum force	0.161	hartree/bohr
highest occupied orbital energy	-8.773	eV

Structure (XYZ):
```
14
Properties=species:S:1:pos:R:3:lowdin_charge:R:1
C -0.9728 0.7875 0.3044 -0.4137
C -1.1845 -0.7692 0.0783 -0.0848
C 0.2658 -0.9014 -0.1050 -0.1696
C 1.5487 -1.4183 -0.2890 -0.1287
C 0.4696 0.4847 -0.0890 -0.1465
H -2.3657 2.2569 0.2727 0.2909
H -0.9534 1.1317 1.4269 0.1707
H -1.9246 -1.1075 -0.7562 0.1442
H -1.5795 -1.2670 0.9577 0.0916
H 1.7367 -2.5133 -0.5543 0.1267
H 2.4108 1.5094 -0.2511 0.1497
N 2.4225 -0.4433 -0.3279 0.0030
N 1.8054 0.7193 -0.1241 0.0380
O -1.6789 1.5305 -0.5432 -0.0713
```

(6)
Here is C5H6N2O in the gas phase at a distorted geometry from the OMol25 dataset. Energies are from wB97M-V/def2-TZVPD.

Calculated values
total charge	0
maximum force	0.108	hartree/bohr
structure (SMILES)	c1nocc1[C@@H]1CN1
highest occupied orbital energy	-9.693	eV

Structure (XYZ):
```
14
Properties=species:S:1:pos:R:3:lowdin_charge:R:1
C 2.4843 0.6635 -0.0598 -0.1614
C 1.3910 -0.2237 0.4894 -0.3257
C -0.1204 -0.1207 0.3416 -0.1534
C -0.8924 1.0772 0.0616 -0.1179
C -1.0680 -1.1227 0.0232 -0.0658
H 3.3539 0.6330 0.7253 0.1231
H 2.3796 1.7356 -0.5556 0.1448
H 1.7877 -0.6382 -1.3580 0.0749
H 1.6251 -0.7000 1.4977 0.1481
H -0.4845 2.0750 0.1402 0.1100
H -1.2890 -2.4002 0.2658 0.2213
N 2.2705 -0.6716 -0.5175 0.0106
N -2.2299 0.9696 -0.1625 0.1287
O -2.3029 -0.5541 -0.1365 -0.1373
```

Kohn-Sham gap
In order: 0.332; 0.321; 0.293; 0.363; 0.319; 0.377
Unit: Eh
Energy above the lowest of the compared OMol25 structures with the same formula, charge and spin
In order: 115.21; 108.90; 104.66; 107.36; 101.56; 109.53
Unit: kcal per mole
Energy
In order: -378.6874; -378.6974; -378.7042; -378.6999; -378.7091; -378.6964
Unit: a.u.